1.
# C12H17BMnN6O2

A structure of composition C12H17BMnN6O2 (ωB97M-V/def2-TZVPD, OMol25).

```
! wB97M-V def2-TZVPD RIJCOSX def2/J DEFGRID3
* xyz 2 6
C 2.748 -0.433 0.413
N 1.475 -0.386 -0.038
N 1.537 -0.187 -1.410
C 2.824 -0.161 -1.800
C 3.624 -0.296 -0.671
B 0.249 -0.063 -2.280
N -0.702 -1.220 -1.890
N -1.006 -1.549 -0.571
C -1.863 -2.603 -0.617
C -2.062 -2.976 -1.955
C -1.305 -2.097 -2.714
Mn -0.250 -0.800 1.166
N -0.426 1.318 -1.980
N -0.813 1.520 -0.699
C -1.295 2.744 -0.590
C -1.255 3.363 -1.848
C -0.691 2.423 -2.713
H -1.641 3.128 0.368
H -0.465 2.445 -3.763
H -1.592 4.363 -2.083
H 0.529 -0.121 -3.438
H -1.143 -2.023 -3.779
H 3.074 -0.064 -2.848
H -2.680 -3.781 -2.312
H 4.695 -0.301 -0.624
H -2.291 -3.031 0.281
H 2.965 -0.571 1.461
H -2.271 -0.265 1.750
C -1.974 -1.217 2.209
H -2.708 -1.939 1.868
H -0.959 -1.773 2.139
H -2.037 -1.014 3.279
C 1.372 1.475 4.141
C 0.757 0.599 3.083
O 1.102 -0.641 2.989
O -0.106 1.095 2.267
H 1.194 1.031 5.122
H 0.936 2.471 4.099
H 2.452 1.536 3.989
*
```

## Properties
HOMO level (spin up / spin down): -15.8 / -15.8 eV
Calculated total energy: -57735.191 eV
Kohn-Sham gap (spin up / spin down): 6.052 / 5.137 eV
M: 343.06 u

---

2.
# C24H34GeN2O4RhSe3

A structure of composition C24H34GeN2O4RhSe3 (ωB97M-V/def2-TZVPD, OMol25).

```
! wB97M-V def2-TZVPD RIJCOSX def2/J DEFGRID3
* xyz -1 1
Rh -0.538 -0.582 0.300
O -0.714 -0.903 2.423
C -1.900 -0.885 2.929
C -2.310 -1.925 3.796
C -3.528 -1.906 4.432
C -4.420 -0.855 4.214
C -4.087 0.139 3.328
C -2.853 0.163 2.657
C -2.617 1.167 1.688
N -1.557 1.232 0.913
N -1.451 2.256 0.060
C -0.715 2.035 -1.005
O -0.248 0.889 -1.333
C -0.433 3.192 -1.876
C -1.404 4.166 -2.100
C -1.163 5.201 -2.985
C 0.058 5.287 -3.640
C 1.045 4.347 -3.382
C 0.799 3.300 -2.515
H -1.615 -2.735 3.974
H -3.805 -2.719 5.092
H -5.373 -0.847 4.725
H -4.791 0.931 3.108
H -3.412 1.896 1.513
H -2.351 4.080 -1.591
H -1.929 5.945 -3.165
H 0.245 6.089 -4.343
H 2.014 4.431 -3.856
H 1.557 2.556 -2.318
O -2.985 -4.343 -2.450
C -1.759 -4.199 -1.783
C -1.898 -4.228 -0.246
C -2.439 -5.629 0.121
O -2.781 -5.793 1.475
C -2.930 -3.204 0.237
Se -2.874 -1.421 -0.618
C -0.540 -4.034 0.441
Se 0.684 -2.620 -0.236
H -3.480 -3.525 -2.304
H -1.267 -3.260 -2.077
H -1.132 -5.035 -2.108
H -1.695 -6.389 -0.170
H -3.358 -5.816 -0.443
H -2.044 -5.484 2.013
H -2.836 -3.031 1.311
H -3.940 -3.574 0.047
H 0.046 -4.955 0.362
H -0.673 -3.784 1.499
C 6.720 1.474 -1.046
Ge 4.717 1.593 -0.964
C 4.246 3.505 -0.697
C 3.929 0.777 -2.589
C 3.904 0.605 0.562
Se 1.959 1.000 0.460
C 1.697 1.707 2.259
H 7.074 2.061 -1.890
H 7.053 0.449 -1.182
H 7.180 1.870 -0.144
H 4.383 4.094 -1.598
H 4.856 3.941 0.091
H 3.204 3.568 -0.401
H 3.927 1.441 -3.449
H 2.902 0.499 -2.364
H 4.463 -0.129 -2.863
H 4.275 0.908 1.536
H 4.018 -0.471 0.456
H 2.282 2.619 2.393
H 1.977 0.947 2.985
H 0.633 1.921 2.336
*
```

## Properties
HOMO level (spin up / spin down): -4.4 / -4.4 eV
Calculated total energy: -292174.319 eV
Kohn-Sham gap (spin up / spin down): 6.350 / 6.349 eV
M: 826.94 u
ΔE to the lowest compared entry with this formula, charge and spin: 2.4207 eV

---

3.
# C7H6BrFOS

A cluster of 2 separate species, C7H6BrFOS in total (ωB97M-V/def2-TZVPD, OMol25).

```
! wB97M-V def2-TZVPD RIJCOSX def2/J DEFGRID3
* xyz 0 1
C -0.726 -0.192 -1.483
C -1.614 0.167 -0.468
C 0.593 -0.538 -1.290
C -1.067 0.262 0.781
C 1.134 -0.450 0.003
C 0.279 -0.039 1.109
C 1.592 2.026 2.422
O 0.721 0.001 2.296
F 2.685 1.652 3.048
S 0.551 2.906 3.623
Br 1.726 2.556 0.694
H -1.305 -0.417 -2.458
H -2.638 0.297 -0.724
H 1.214 -0.796 -2.130
H -1.509 0.842 1.607
H 2.096 -0.820 0.294
H -0.240 3.468 2.631
*
```

## Properties
HOMO level (spin up / spin down): -7.8 / -7.8 eV
Calculated total energy: -92995.348 eV
Kohn-Sham gap (spin up / spin down): 6.696 / 6.638 eV
M: 237.09 u
ΔE to the lowest compared entry with this formula, charge and spin: 0.3003 eV